Entry 1:
A molecular structure, C3H5HgMgO3 at a distorted geometry. Source: OMol25; level of theory: ωB97M-V with the def2-TZVPD basis set.

Geometry as XYZ:
```
13
Properties=species:S:1:pos:R:3
O -1.1524 0.5978 -0.0672
C -0.9063 1.3309 1.0428
C -0.8482 -0.8066 0.0305
O -1.0103 2.5452 0.9346
O 1.2240 0.1802 -0.4047
C 0.4986 -1.0036 -0.6447
H -1.6776 -1.3715 -0.4097
H -0.7130 -1.1482 1.0672
H 0.3331 -1.3334 -1.6845
H 0.9903 -1.8767 -0.1785
H -0.5815 0.8402 1.9796
Hg 0.5656 1.8890 -1.5285
Mg 3.2777 0.1567 -0.1368
```

Output
Calculated total energy (Eh): -696.46118
HOMO-LUMO gap (spin up / spin down) (hartree): 0.250 / 0.172
Expectation value of S²: 0.764
Energy above the lowest of the compared OMol25 structures with the same formula, charge and spin (kcal/mol): 0.0
Spin multiplicity: 2
F_max (hartree/bohr): 0.07478

These are the Löwdin partial charges, in e, on atoms 1 to 4: O -0.19; C -0.38; C -0.17; O -0.01



Entry 2:
2 unconnected molecules or ions with the total composition C3H5I at a distorted geometry. Source: OMol25; level of theory: ωB97M-V with the def2-TZVPD basis set.

Geometry as XYZ:
```
9
Properties=species:S:1:pos:R:3
C -0.2235 -1.5412 0.0035
C 0.4106 -0.5191 0.2277
C 1.1933 0.6699 0.2186
H -0.5149 -2.4956 -0.3243
H 1.2160 1.2738 -0.6339
H 1.0437 1.2986 0.9701
H 2.3120 0.4332 0.4305
I -3.3228 0.9679 -0.1380
H -2.1144 -0.0875 -0.7542
```

Output
Calculated total energy (Eh): -414.89846
HOMO-LUMO gap (hartree): 0.377
Energy above the lowest of the compared OMol25 structures with the same formula, charge and spin (kcal/mol): 47.7
F_max (hartree/bohr): 0.08934

These are the Löwdin partial charges, in e, on atoms 1 to 4: C 0.07; C -0.20; C -0.11; H 0.02



Entry 3:
A gas-phase ion, C3H5IN (charge +1) at a distorted geometry. Source: OMol25; level of theory: ωB97M-V with the def2-TZVPD basis set.

Geometry as XYZ:
```
10
Properties=species:S:1:pos:R:3
N -0.6663 -0.0635 1.2148
C 0.3761 0.6327 0.3739
C 0.3713 0.1241 -0.9592
C 0.5317 -0.6484 -1.9871
I 0.2800 -1.6139 -3.7122
H -1.5141 0.3771 0.7484
H -0.3490 0.3098 2.1061
H -0.5200 -1.0827 0.9013
H 0.1306 1.6915 0.4350
H 1.3595 0.2733 0.8790
```

Output
Calculated total energy (Eh): -469.38096
HOMO-LUMO gap (hartree): 0.330
Energy above the lowest of the compared OMol25 structures with the same formula, charge and spin (kcal/mol): 10.9
Charge: +1
F_max (hartree/bohr): 0.15248

These are the Löwdin partial charges, in e, on atoms 1 to 4: N 0.17; C -0.23; C -0.15; C -0.68



Entry 4:
A single C3H5IN2 molecule at a distorted geometry. Source: OMol25; level of theory: ωB97M-V with the def2-TZVPD basis set.

Geometry as XYZ:
```
11
Properties=species:S:1:pos:R:3
H 2.4017 -0.9865 -2.8280
N 1.3790 -0.9185 -2.5685
C 1.3317 -0.5897 -1.3065
C 0.0262 -0.2389 -0.7324
I -1.5782 -0.3152 -2.1132
N -0.0348 -0.0235 0.5612
C -1.1658 0.4435 1.2514
H 2.2269 -0.7007 -0.7148
H -1.3963 1.3584 0.6242
H -0.7678 0.5843 2.2219
H -2.0007 -0.3592 1.1231
```

Output
Calculated total energy (Eh): -524.45068
HOMO-LUMO gap (hartree): 0.343
Energy above the lowest of the compared OMol25 structures with the same formula, charge and spin (kcal/mol): 13.3
F_max (hartree/bohr): 0.10501

These are the Löwdin partial charges, in e, on atoms 1 to 4: H 0.07; N 0.02; C -0.29; C -0.75



Entry 5:
A single C3H5IS molecule at a distorted geometry. Source: OMol25; level of theory: ωB97M-V with the def2-TZVPD basis set.

Geometry as XYZ:
```
10
Properties=species:S:1:pos:R:3
C -1.0662 -1.1834 0.2766
C -0.3930 -0.2389 -0.4118
C 0.7491 0.5368 0.3289
S 0.6261 2.2313 -0.0240
I 2.6545 -0.4266 -0.0263
H -1.8761 -1.7602 -0.0952
H -0.9094 -1.4851 1.3580
H -0.4452 -0.1100 -1.5447
H 0.4766 0.3065 1.4150
H 0.1836 2.1296 -1.2766
```

Output
Calculated total energy (Eh): -813.13542
HOMO-LUMO gap (hartree): 0.346
Energy above the lowest of the compared OMol25 structures with the same formula, charge and spin (kcal/mol): 11.2
F_max (hartree/bohr): 0.06717

These are the Löwdin partial charges, in e, on atoms 1 to 4: C -0.02; C -0.33; C -1.22; S 0.69



Entry 6:
A molecular structure, C3H5Li2O4Tm at a distorted geometry. Source: OMol25; level of theory: ωB97M-V with the def2-TZVPD basis set.

Geometry as XYZ:
```
15
Properties=species:S:1:pos:R:3
H 0.1113 1.8720 -1.1629
Li -1.7040 -1.6939 -0.6234
O -1.3805 2.2760 0.1875
O 0.2641 0.8297 0.6133
C 1.4823 0.1708 0.1561
C 1.0977 -1.1614 -0.4898
O 0.1119 -1.8204 0.2393
C -0.4356 1.6314 -0.2337
H 2.0204 0.8369 -0.5303
H 2.0757 0.0205 1.0664
H 2.0268 -1.7533 -0.5847
H 0.7531 -0.9596 -1.5248
O -2.3591 -0.4915 0.5664
Tm -0.9523 -0.8602 1.7524
Li -3.1118 1.1030 0.5682
```

Output
Calculated total energy (Eh): -1518.09165
HOMO-LUMO gap (spin up / spin down) (hartree): 0.359 / 0.361
Expectation value of S²: 2.002
Charge: +2
Spin multiplicity: 3
F_max (hartree/bohr): 0.05898

These are the Löwdin partial charges, in e, on atoms 1 to 4: H 0.19; Li 0.76; O 0.06; O -0.16



Entry 7:
A molecular structure, C3H5LiNaO3 at a distorted geometry. Source: OMol25; level of theory: ωB97M-V with the def2-TZVPD basis set.

Geometry as XYZ:
```
13
Properties=species:S:1:pos:R:3
O 1.1486 0.3132 -0.2349
C 0.7209 -0.7007 0.6710
C 0.2021 1.3670 -0.1855
O 1.1184 -1.8841 0.2878
O -0.7708 -0.6290 0.4737
C -1.1412 0.6418 -0.0306
H 0.2717 1.9589 -1.1041
H 0.4114 2.0088 0.6840
H -1.6663 0.4991 -0.9857
H -1.8084 1.1430 0.6833
H 0.9494 -0.4027 1.7118
Li 1.3962 -1.3538 -1.5582
Na -0.8321 -2.9614 -0.4125
```

Output
Calculated total energy (Eh): -512.86109
HOMO-LUMO gap (spin up / spin down) (hartree): 0.136 / 0.373
Expectation value of S²: 0.750
Energy above the lowest of the compared OMol25 structures with the same formula, charge and spin (kcal/mol): 0.0
Spin multiplicity: 2
F_max (hartree/bohr): 0.02794

These are the Löwdin partial charges, in e, on atoms 1 to 4: O -0.14; C -0.60; C -0.16; O -0.27



Entry 8:
A molecular structure, C3H5LiO4Rb at a distorted geometry. Source: OMol25; level of theory: ωB97M-V with the def2-TZVPD basis set.

Geometry as XYZ:
```
14
Properties=species:S:1:pos:R:3
O -0.3713 -0.4748 -4.5023
C -0.2705 -1.1943 -3.4666
O 0.9689 -1.0190 -2.8858
O -1.1475 -1.7846 -2.8382
Li 1.4809 -0.0310 -4.5236
C 0.2818 0.0955 2.1864
C -1.1615 0.3050 2.5610
H 0.9556 -1.2534 -1.8943
H 0.6676 -0.9357 2.2989
H -1.5067 1.3060 2.2510
H -1.8063 -0.4510 2.0901
H -1.3100 0.2300 3.6558
O 1.1466 1.0772 2.4387
Rb 2.0725 4.1301 2.6287
```

Output
Calculated total energy (Eh): -449.84229
HOMO-LUMO gap (spin up / spin down) (hartree): 0.075 / 0.190
Expectation value of S²: 0.754
Energy above the lowest of the compared OMol25 structures with the same formula, charge and spin (kcal/mol): 27.8
Spin multiplicity: 2
F_max (hartree/bohr): 0.07373

These are the Löwdin partial charges, in e, on atoms 1 to 4: O -0.14; C -0.85; O -0.07; O 0.04